{
  "formula": "C6H12O",
  "method": "the ωB97M-V functional and the def2-TZVPD basis",
  "symbols": ["C", "C", "C", "C", "H", "H", "H", "H", "H", "H", "H", "H", "C", "C", "O", "H", "H", "H", "H"],
  "positions_angstrom": [[-0.7815, -1.2511, -1.4652], [-1.1072, 0.2249, -1.5193], [-0.2706, 1.2011, -1.1920], [-0.5468, 2.6665, -1.3635], [-1.3947, -1.7993, -0.7521], [-0.9376, -1.6511, -2.4686], [0.2745, -1.3782, -1.2247], [-2.0962, 0.4906, -1.8888], [0.7197, 0.8812, -0.8712], [-1.5748, 2.7878, -1.7032], [0.1412, 3.1072, -2.0839], [-0.4200, 3.1638, -0.4004], [0.4389, -0.5966, 1.9426], [1.3577, -1.4544, 2.3667], [1.7460, -1.5342, 3.6739], [0.1759, -0.6512, 0.8981], [-0.0514, 0.1035, 2.6011], [1.8517, -2.1568, 1.7051], [2.4751, -2.1538, 3.7454]],
  "forces_ev_per_angstrom": [[0.15, 0.76, -0.37], [-0.18, -0.14, 0.14], [0.21, -0.40, -0.50], [-0.05, -0.57, 0.40], [-0.06, -0.04, -0.01], [-0.06, -0.28, 0.09], [-0.02, -0.15, 0.09], [-0.02, -0.04, 0.04], [0.04, 0.31, 0.13], [0.03, 0.22, -0.03], [-0.01, 0.10, 0.00], [-0.02, 0.24, -0.10], [0.33, -0.51, -0.12], [-0.17, 0.20, 0.16], [0.03, 0.06, 0.00], [-0.13, 0.23, 0.09], [-0.02, 0.03, 0.02], [-0.06, 0.01, -0.12], [0.02, -0.02, 0.08]],
  "lowdin_charge": [-0.1173, -0.1897, -0.2022, -0.1023, 0.0710, 0.0694, 0.0631, 0.0992, 0.0976, 0.0694, 0.0704, 0.0698, 0.0192, -0.2794, -0.0099, 0.0079, 0.0660, 0.1074, 0.0902],
  "smiles": "C/C=C/C.C=CO",
  "lumo_ev": 0.84
}



{
  "formula": "C6H12O",
  "method": "the ωB97M-V functional and the def2-TZVPD basis",
  "symbols": ["C", "C", "C", "C", "C", "C", "O", "H", "H", "H", "H", "H", "H", "H", "H", "H", "H", "H", "H"],
  "positions_angstrom": [[-0.3984, 2.4557, -0.7418], [-0.9199, 1.4355, 0.2539], [0.0175, 0.2239, 0.3347], [-0.6768, -1.0915, 0.5906], [0.4916, -2.0571, 0.6277], [1.3006, -1.4659, -0.5634], [0.6562, -0.2253, -0.9331], [0.5921, 2.8095, -0.4353], [-0.2952, 1.9686, -1.7134], [-1.0634, 3.3188, -0.8346], [-0.9994, 1.8966, 1.2554], [-1.9454, 1.1255, 0.0020], [0.8659, 0.4684, 0.9873], [-1.5212, -1.1950, 1.2724], [-1.0246, -1.1551, -0.4475], [0.1741, -3.0919, 0.4804], [1.0746, -2.0100, 1.5566], [2.3352, -1.2382, -0.2867], [1.3366, -2.1724, -1.4049]],
  "forces_ev_per_angstrom": [[0.05, 0.10, -0.13], [0.12, -0.11, -0.21], [0.20, -0.06, -0.39], [-0.16, -0.11, -0.22], [0.02, -0.11, -0.04], [0.18, -0.02, 0.10], [0.33, 0.70, 0.50], [-0.12, 0.00, -0.10], [0.02, 0.22, 0.00], [0.08, -0.10, 0.01], [0.18, -0.36, -0.27], [0.30, -0.06, -0.14], [-0.21, -0.13, 0.28], [0.42, 0.16, 0.35], [-1.08, -0.69, 0.45], [0.18, 0.07, -0.12], [-0.25, 0.06, -0.12], [-0.04, -0.09, 0.08], [-0.22, 0.53, -0.01]],
  "lowdin_charge": [-0.1081, -0.2027, -0.3292, -0.1615, -0.1628, -0.1823, -0.1571, 0.0790, 0.0728, 0.0710, 0.1184, 0.1136, 0.1503, 0.1235, 0.1307, 0.1046, 0.1079, 0.1126, 0.1193],
  "smiles": "CC[C@H]1CCCO1",
  "lumo_ev": 1.22
}



{
  "formula": "C6H12O",
  "method": "the ωB97M-V functional and the def2-TZVPD basis",
  "symbols": ["C", "O", "C", "C", "C", "C", "C", "H", "H", "H", "H", "H", "H", "H", "H", "H", "H", "H", "H"],
  "positions_angstrom": [[1.9003, 0.5729, 1.1116], [1.9218, 0.0094, -0.1810], [0.8446, -0.8557, -0.4592], [-0.5006, -0.1410, -0.3871], [-0.4006, 1.3026, -0.8588], [-1.7263, -0.9568, -0.6810], [-1.4369, -0.5314, 0.7286], [2.4950, -0.0328, 1.8086], [0.8797, 0.6689, 1.5026], [2.3361, 1.5758, 1.0484], [1.0212, -1.2100, -1.4798], [0.8576, -1.7333, 0.2077], [0.5308, 1.4228, -1.4200], [-0.3419, 1.9928, -0.0099], [-1.2362, 1.6066, -1.4961], [-1.6079, -2.0043, -0.9471], [-2.5449, -0.4600, -1.1952], [-1.0971, -1.2948, 1.4257], [-2.0718, 0.2236, 1.1852]],
  "forces_ev_per_angstrom": [[0.05, 0.09, 0.26], [0.14, -0.03, -0.02], [-0.15, -0.17, -0.11], [0.10, 0.05, 0.00], [-0.07, 0.08, 0.00], [-0.07, -0.12, -0.18], [-0.04, 0.05, 0.24], [-0.10, 0.06, -0.04], [0.18, -0.03, -0.04], [-0.01, -0.19, 0.03], [0.01, 0.04, 0.07], [-0.05, 0.09, -0.05], [-0.24, 0.07, -0.03], [-0.05, -0.05, -0.14], [0.04, -0.10, 0.15], [0.02, 0.12, 0.08], [0.16, -0.06, 0.05], [-0.01, 0.12, -0.13], [0.10, -0.03, -0.16]],
  "lowdin_charge": [-0.1039, -0.1989, -0.1831, -0.4775, -0.0257, -0.0961, -0.1071, 0.0897, 0.0823, 0.0943, 0.1335, 0.1309, 0.0858, 0.0808, 0.0818, 0.1038, 0.1027, 0.1018, 0.1050],
  "smiles": "COCC1(C)CC1",
  "lumo_ev": 1.03
}



{
  "formula": "C6H12O",
  "method": "the ωB97M-V functional and the def2-TZVPD basis",
  "symbols": ["C", "C", "C", "C", "C", "C", "O", "H", "H", "H", "H", "H", "H", "H", "H", "H", "H", "H", "H"],
  "positions_angstrom": [[1.7990, 0.5794, -0.6026], [1.3887, -0.4171, 0.4437], [-0.0467, -0.8397, 0.3371], [-0.3917, -1.9339, -0.3540], [-1.0841, -0.1216, 1.1524], [-1.2258, 1.1251, 0.3753], [-1.1030, 2.1143, 1.2317], [1.1814, 1.4724, -0.5583], [1.6644, 0.1501, -1.5928], [2.8351, 0.8972, -0.4810], [1.5909, 0.0162, 1.4234], [2.0176, -1.2993, 0.3639], [0.3573, -2.5354, -0.8575], [-1.4059, -2.3112, -0.3856], [-1.8869, 0.3079, -2.6429], [-0.7975, 0.0191, 2.2031], [-2.0247, -0.6715, 1.0961], [-1.7828, 0.6086, -1.9462], [-1.1533, 2.9168, 0.6940]],
  "forces_ev_per_angstrom": [[0.12, 0.47, -0.52], [0.11, -0.06, 0.36], [-0.04, -2.20, 0.21], [0.39, 0.33, 0.34], [0.10, -0.09, -0.37], [-0.68, 0.54, 0.64], [0.15, 0.64, -0.42], [-0.09, 0.14, -0.04], [0.08, 0.04, -0.15], [0.05, -0.10, -0.02], [-0.13, -0.05, 0.22], [0.08, -0.16, -0.01], [0.00, 0.12, -0.13], [-0.04, 0.14, -0.02], [0.04, 0.24, 0.49], [0.02, 0.05, -0.13], [-0.04, -0.01, -0.08], [-0.07, -0.28, -0.67], [-0.03, 0.23, 0.29]],
  "lowdin_charge": [-0.1027, -0.2340, -0.3590, 0.0542, -0.1886, -0.1097, 0.0326, 0.0554, 0.0802, 0.0747, 0.1135, 0.1082, 0.0656, 0.0623, 0.0217, 0.1223, 0.1214, -0.0236, 0.1054],
  "lumo_ev": 0.80
}



{
  "formula": "C6H12O",
  "method": "the ωB97M-V functional and the def2-TZVPD basis",
  "symbols": ["C", "C", "C", "O", "H", "H", "H", "H", "H", "H", "C", "C", "C", "H", "H", "H", "H", "H", "H"],
  "positions_angstrom": [[0.4201, 2.1922, -0.8402], [-0.6277, 1.1770, -1.2691], [-0.1289, -0.2455, -1.5889], [-0.7957, -1.2514, -1.4718], [0.1374, 3.1963, -1.1832], [1.4045, 1.9807, -1.2648], [0.5421, 2.2624, 0.2459], [-1.4254, 1.0696, -0.5364], [-1.1156, 1.5866, -2.1874], [0.9534, -0.3998, -1.8364], [-0.2399, -0.0010, 1.7355], [-0.4741, -1.2477, 1.3364], [0.5722, -2.2644, 1.0547], [0.7695, 0.3884, 1.8613], [-1.0391, 0.7177, 1.8765], [-1.4965, -1.5598, 1.1357], [0.3446, -2.8274, 0.1416], [0.6536, -2.9910, 1.8738], [1.5455, -1.7829, 0.9167]],
  "forces_ev_per_angstrom": [[0.26, 0.42, 0.20], [-0.34, -0.28, -1.01], [-0.02, -0.45, 0.77], [0.05, 0.98, -0.52], [0.08, -0.25, 0.08], [-0.04, -0.06, -0.04], [-0.04, -0.21, -0.19], [-0.01, -0.04, -0.01], [0.27, -0.57, 0.41], [-0.29, 0.55, -0.16], [0.05, -0.08, -0.14], [-0.24, 0.42, 0.13], [0.40, -0.33, -0.09], [-0.08, -0.20, 0.08], [-0.04, -0.12, 0.11], [0.03, 0.07, 0.20], [-0.01, 0.15, 0.20], [0.00, 0.13, -0.12], [-0.03, -0.12, 0.12]],
  "lowdin_charge": [-0.1156, -0.2140, -0.2546, 0.0144, 0.0729, 0.0711, 0.0570, 0.0973, 0.1233, 0.1294, -0.0429, -0.2624, -0.1188, 0.0623, 0.0564, 0.1022, 0.0689, 0.0771, 0.0760],
  "smiles": "CCC=O.C=CC",
  "lumo_ev": 1.04
}



{
  "formula": "C6H12O",
  "method": "the ωB97M-V functional and the def2-TZVPD basis",
  "symbols": ["C", "C", "C", "C", "C", "C", "H", "H", "H", "H", "H", "H", "H", "H", "H", "H", "O", "H", "H"],
  "positions_angstrom": [[0.5455, -2.9992, 0.6484], [1.0964, -1.8122, 0.9783], [1.3826, -0.6397, 0.1079], [2.3144, 0.3716, 0.7354], [0.8922, -0.6246, -1.1375], [0.7424, 0.6469, -2.0108], [0.5534, -3.5107, -0.3120], [0.3052, -3.6274, 1.5027], [1.0445, -1.5290, 2.0274], [2.1006, 1.3703, 0.3228], [3.3534, 0.1745, 0.3838], [2.3096, 0.4239, 1.8176], [0.0417, -1.2639, -1.3722], [0.5186, 1.4518, -1.3090], [-0.0616, 0.4208, -2.7255], [1.5647, 1.0838, -2.6033], [-6.0387, 3.5923, 0.7418], [-5.6852, 3.1039, 1.4885], [-6.9797, 3.3668, 0.7156]],
  "forces_ev_per_angstrom": [[1.36, 0.06, 0.94], [-1.71, 0.13, -0.60], [0.87, -1.48, 0.34], [0.55, 0.61, -1.75], [-1.20, 2.09, -0.22], [0.56, -0.43, 0.11], [-0.14, 0.58, -0.04], [-0.23, -0.09, -0.24], [0.29, -0.27, 0.10], [-0.03, -0.14, 0.30], [-0.53, -0.03, 0.45], [-0.19, -0.24, 0.09], [0.72, -0.69, 0.13], [-0.60, 0.14, -0.24], [0.09, 0.58, 0.36], [0.17, -0.81, 0.26], [-0.35, -0.01, -0.11], [0.02, -0.06, 0.08], [0.33, 0.07, 0.02]],
  "lowdin_charge": [0.0030, -0.1520, -0.3216, -0.0564, -0.1032, -0.0959, 0.0586, 0.0453, 0.0929, 0.0695, 0.0970, 0.0692, 0.0976, 0.0623, 0.0647, 0.0690, -0.0639, 0.0276, 0.0363],
  "smiles": "C=C/C(C)=C/C.O",
  "lumo_ev": 0.93
}



Repeat the second record exactly.
{
  "formula": "C6H12O",
  "method": "the ωB97M-V functional and the def2-TZVPD basis",
  "symbols": ["C", "C", "C", "C", "C", "C", "O", "H", "H", "H", "H", "H", "H", "H", "H", "H", "H", "H", "H"],
  "positions_angstrom": [[-0.3984, 2.4557, -0.7418], [-0.9199, 1.4355, 0.2539], [0.0175, 0.2239, 0.3347], [-0.6768, -1.0915, 0.5906], [0.4916, -2.0571, 0.6277], [1.3006, -1.4659, -0.5634], [0.6562, -0.2253, -0.9331], [0.5921, 2.8095, -0.4353], [-0.2952, 1.9686, -1.7134], [-1.0634, 3.3188, -0.8346], [-0.9994, 1.8966, 1.2554], [-1.9454, 1.1255, 0.0020], [0.8659, 0.4684, 0.9873], [-1.5212, -1.1950, 1.2724], [-1.0246, -1.1551, -0.4475], [0.1741, -3.0919, 0.4804], [1.0746, -2.0100, 1.5566], [2.3352, -1.2382, -0.2867], [1.3366, -2.1724, -1.4049]],
  "forces_ev_per_angstrom": [[0.05, 0.10, -0.13], [0.12, -0.11, -0.21], [0.20, -0.06, -0.39], [-0.16, -0.11, -0.22], [0.02, -0.11, -0.04], [0.18, -0.02, 0.10], [0.33, 0.70, 0.50], [-0.12, 0.00, -0.10], [0.02, 0.22, 0.00], [0.08, -0.10, 0.01], [0.18, -0.36, -0.27], [0.30, -0.06, -0.14], [-0.21, -0.13, 0.28], [0.42, 0.16, 0.35], [-1.08, -0.69, 0.45], [0.18, 0.07, -0.12], [-0.25, 0.06, -0.12], [-0.04, -0.09, 0.08], [-0.22, 0.53, -0.01]],
  "lowdin_charge": [-0.1081, -0.2027, -0.3292, -0.1615, -0.1628, -0.1823, -0.1571, 0.0790, 0.0728, 0.0710, 0.1184, 0.1136, 0.1503, 0.1235, 0.1307, 0.1046, 0.1079, 0.1126, 0.1193],
  "smiles": "CC[C@H]1CCCO1",
  "lumo_ev": 1.22
}